# C3H12O3

A cluster of 3 separate species, C3H12O3 in total (wB97M-V/def2-TZVPD, the Open Molecules 2025 dataset).

Geometry (Å):
C  -1.356  0.673  0.923
O  -0.325  0.531  -0.037
H  -2.028  -0.174  0.784
H  -0.991  0.704  1.951
H  -1.963  1.563  0.718
H  0.398  1.124  0.183
C  -1.534  -3.267  -0.976
O  -0.188  -3.721  -0.941
H  -1.553  -2.180  -0.979
H  -2.045  -3.625  -1.875
H  -2.091  -3.661  -0.120
H  -0.145  -4.573  -1.384
C  2.413  2.630  0.608
O  2.221  2.670  -0.788
H  3.334  3.146  0.900
H  1.605  3.111  1.168
H  2.500  1.581  0.887
H  1.749  3.468  -1.020

Output
Structure (SMILES)   CO.CO.CO
Orbital gap   10.96 eV
LUMO   0.79 eV
Electronic energy   -9446.4480 eV

natural (NBO) atomic charge list, values in e, 6 entries:
1. C -0.25
2. O -0.72
3. H 0.18
4. H 0.16
5. H 0.16
6. H 0.47